ORCA calculation (ωB97M-V/def2-TZVPD) on a structure of composition C30H48P2RuSe at a distorted geometry.

Each line ends with the Mulliken spin population.
Atoms and positions in Å:
Ru: 0.862 1.302 -0.027  1.12
C: 0.381 3.264 -1.289  -0.11
C: -0.298 3.454 -0.031  0.16
C: 1.983 3.240 0.415  0.01
C: 1.795 3.153 -1.019  0.15
C: 0.686 3.451 1.017  -0.01
C: -0.205 3.282 -2.648  -0.01
H: -1.276 3.069 -2.614  0.00
H: 0.286 2.531 -3.276  -0.01
H: -0.077 4.253 -3.150  0.00
C: 2.843 3.138 -2.059  0.01
H: 2.426 2.819 -3.019  0.00
H: 3.647 2.445 -1.801  -0.01
H: 3.285 4.136 -2.202  0.01
C: 3.267 3.300 1.141  -0.02
H: 3.750 4.285 1.041  0.00
H: 3.965 2.548 0.758  0.00
H: 3.120 3.111 2.211  0.00
C: 0.453 3.736 2.451  0.00
H: 0.613 4.797 2.695  0.00
H: 1.142 3.159 3.076  0.00
H: -0.576 3.490 2.731  0.00
C: -1.750 3.669 0.168  0.01
H: -2.025 4.734 0.277  0.01
H: -2.078 3.158 1.087  -0.01
H: -2.321 3.268 -0.681  0.00
C: -3.603 -4.137 -1.832  0.01
C: -4.473 -3.172 -2.152  0.02
C: -5.802 -2.894 -1.507  0.07
C: -5.956 -3.359 -0.038  0.06
C: -4.913 -2.843 0.912  1.03
C: -3.716 -3.382 1.186  0.61
C: -3.149 -4.663 0.644  0.11
C: -3.719 -5.135 -0.715  -0.04
H: -6.613 -3.375 -2.087  0.01
H: -6.035 -4.451 -0.016  0.02
H: -5.997 -1.809 -1.565  -0.01
H: -4.749 -5.480 -0.571  0.00
H: -2.739 -4.309 -2.484  0.00
H: -4.291 -2.569 -3.050  0.00
H: -3.139 -6.024 -1.010  0.00
H: -2.053 -4.552 0.560  0.03
H: -3.100 -2.925 1.969  -0.04
H: -3.316 -5.483 1.368  0.08
H: -6.928 -2.977 0.311  0.01
H: -5.239 -1.967 1.482  0.00
P: -0.545 -0.219 -1.071  -0.10
P: 0.506 0.080 1.874  0.00
C: -0.873 -1.632 0.117  0.03
C: 0.126 -1.650 1.263  0.00
H: -0.824 -2.563 -0.463  -0.01
H: -1.908 -1.535 0.475  -0.02
H: -0.248 -2.224 2.119  0.00
H: 1.089 -2.080 0.953  0.01
C: 1.886 0.019 3.045  -0.02
H: 2.010 0.998 3.526  0.00
H: 2.820 -0.222 2.520  0.00
H: 1.687 -0.739 3.816  0.00
C: -0.974 0.549 2.827  0.02
H: -1.304 -0.288 3.458  0.00
H: -1.791 0.828 2.147  -0.01
H: -0.750 1.418 3.459  0.00
C: 0.180 -0.940 -2.583  0.02
H: 0.392 -0.132 -3.296  0.00
H: -0.521 -1.654 -3.042  0.00
H: 1.133 -1.433 -2.344  0.00
C: -2.179 0.409 -1.564  0.02
H: -2.618 0.993 -0.746  -0.02
H: -2.859 -0.416 -1.824  0.03
H: -2.064 1.073 -2.432  0.01
Se: 2.794 -0.079 -0.458  0.62
C: 4.796 0.102 -0.088  0.03
C: 5.382 -1.086 0.384  0.05
C: 6.760 -1.155 0.614  -0.01
C: 7.565 -0.030 0.366  0.03
C: 6.986 1.136 -0.153  -0.01
C: 5.608 1.205 -0.400  0.02
H: 4.753 -1.959 0.547  -0.01
H: 7.194 -2.091 0.972  0.00
H: 8.643 -0.079 0.546  0.00
H: 7.608 2.010 -0.386  0.00
H: 5.173 2.099 -0.840  0.00

Strongest force on any atom in eV/Å: 9.53
Spin multiplicity: 5
⟨S²⟩: 6.023
Charge: +2
Energy relative to the best compared isomer or geometry (same formula, charge and spin) in eV: 0.000
E_LUMO (spin up / spin down) in hartree: -0.240 / -0.307
Orbital gap (spin up / spin down) in eV: 2.39 / 4.83
Highest occupied orbital energy (spin up / spin down) in eV: -8.92 / -13.19

***

ORCA calculation (ωB97M-V/def2-TZVPD) on a structure of composition C11H10BeClNSe at a distorted geometry.

Each line ends with the Mulliken charge.
Atoms and positions in Å:
C: -2.231 -0.939 -0.057  -0.35
C: -1.613 -1.128 -1.334  -0.63
C: -1.371 0.167 -1.895  -0.33
H: -1.364 -2.098 -1.791  0.26
C: -1.829 1.153 -0.964  -0.83
C: -2.367 0.466 0.172  -0.37
H: -2.791 0.934 1.080  0.37
H: -2.538 -1.740 0.641  0.37
H: -0.951 0.367 -2.893  0.54
H: -1.778 2.245 -1.089  0.35
Be: -0.031 -0.065 0.080  0.54
Cl: 0.162 -2.000 1.460  -0.62
C: 2.317 0.116 0.303  -0.45
C: 1.953 1.359 -0.309  -0.54
C: 1.472 1.072 -1.628  -0.47
H: 1.996 2.355 0.174  0.32
C: 1.564 -0.335 -1.841  -0.59
C: 2.098 -0.931 -0.655  -0.47
H: 2.272 -2.009 -0.486  0.36
H: 2.706 -0.016 1.326  0.36
H: 1.078 1.819 -2.337  0.39
H: 1.254 -0.890 -2.744  0.43
Se: -0.001 0.012 4.980  -0.46
C: -0.001 0.013 3.311  0.37
N: -0.005 0.073 2.088  -0.55

Strongest force on any atom in eV/Å: 10.38
Charge: -2
E_LUMO in hartree: 0.188
Orbital gap in eV: 4.72
Highest occupied orbital energy in eV: 0.41

***

ORCA calculation (ωB97M-V/def2-TZVPD) on a structure of composition C4H11CuNO9S2 at a distorted geometry.

Each line ends with the Mulliken charge.
Atoms and positions in Å:
Cu: 1.033 0.236 0.683  0.44
S: 3.225 -0.655 2.231  1.32
O: 3.262 0.317 3.323  -0.71
O: 4.232 -1.722 2.427  -0.81
O: 1.874 -1.316 2.169  -0.77
O: 3.439 0.057 0.945  -0.75
S: -0.371 2.319 2.100  1.14
O: -0.771 3.753 2.001  -0.79
O: -1.173 1.499 1.164  -0.78
O: 1.075 2.135 1.740  -0.68
O: -0.564 1.839 3.478  -0.76
C: -2.218 -2.217 -1.196  -1.74
C: -0.952 -1.403 -0.874  0.78
C: -0.919 -0.101 -1.663  -0.93
O: 0.364 0.422 -1.615  -0.08
C: 0.563 1.504 -2.462  -1.03
N: -0.813 -1.121 0.542  -0.30
H: -2.313 -2.445 -2.268  0.43
H: -3.157 -1.777 -0.849  0.34
H: -2.162 -3.182 -0.681  0.39
H: -0.113 -2.005 -1.248  0.10
H: -1.639 0.573 -1.175  0.33
H: -1.289 -0.298 -2.682  0.39
H: -0.110 2.342 -2.214  0.36
H: 0.393 1.254 -3.519  0.32
H: 1.541 1.949 -2.291  0.28
H: -1.172 -0.187 0.762  0.31
H: -1.262 -1.769 1.173  0.19

Strongest force on any atom in eV/Å: 2.50
Charge: -3
Energy relative to the best compared isomer or geometry (same formula, charge and spin) in eV: 0.276
E_LUMO in hartree: 0.253
Orbital gap in eV: 3.87
Highest occupied orbital energy in eV: 3.02

***

Question: The highest charge belongs to which entry?
Answer: C30H48P2RuSe